(1)
{
  "formula": "C46H42ClN6NiO12Te",
  "method": "wB97M-V/def2-TZVPD",
  "orbital_gap_ev": [1.97, 4.42],
  "spin_multiplicity": 4,
  "charge": -2,
  "s_squared": 3.8005,
  "homo_ev": [0.52, -1.90],
  "relative_energy_kj_mol": 70.2,
  "species": ["Ni", "C", "C", "N", "N", "C", "O", "C", "C", "C", "C", "C", "C", "C", "C", "C", "C", "C", "N", "H", "H", "H", "H", "H", "H", "H", "H", "H", "H", "H", "H", "C", "C", "C", "C", "C", "C", "Te", "N", "C", "O", "C", "C", "C", "C", "C", "C", "C", "C", "C", "C", "C", "C", "C", "C", "C", "C", "C", "C", "H", "H", "H", "H", "H", "H", "H", "H", "H", "H", "H", "H", "H", "H", "H", "H", "H", "H", "H", "H", "H", "H", "H", "H", "H", "H", "H", "O", "Cl", "O", "O", "O", "O", "C", "O", "C", "C", "C", "C", "C", "C", "N", "O", "O", "N", "O", "O", "H", "H", "H"],
  "coordinates": [[-1.017, -1.136, -1.270], [-3.839, -4.202, -0.299], [-2.720, -3.433, -0.938], [-2.818, -2.164, -1.223], [-3.899, -1.453, -1.106], [-3.724, -0.123, -1.138], [-2.604, 0.433, -1.069], [-4.975, 0.661, -1.229], [-4.904, 2.048, -1.341], [-6.058, 2.795, -1.477], [-7.296, 2.172, -1.498], [-7.372, 0.792, -1.381], [-6.223, 0.038, -1.246], [-1.451, -4.028, -1.239], [-1.163, -5.391, -1.072], [0.073, -5.872, -1.435], [1.007, -4.998, -1.985], [0.665, -3.658, -2.094], [-0.507, -3.179, -1.723], [-4.667, -3.520, -0.131], [-3.516, -4.600, 0.663], [-4.168, -5.025, -0.933], [-3.930, 2.514, -1.327], [-5.995, 3.872, -1.567], [-8.196, 2.768, -1.596], [-8.337, 0.306, -1.390], [-6.273, -1.035, -1.151], [-1.914, -6.050, -0.667], [0.316, -6.916, -1.295], [1.984, -5.339, -2.287], [1.360, -2.931, -2.490], [5.400, 3.717, -4.688], [4.308, 3.008, -3.938], [3.243, 3.715, -3.407], [2.261, 3.084, -2.655], [1.115, 3.909, -2.149], [2.359, 1.719, -2.384], [0.836, 0.972, -1.009], [1.227, -0.918, -0.541], [2.279, -1.473, 0.021], [3.417, -0.981, 0.128], [2.097, -2.877, 0.545], [0.894, -3.326, 1.075], [0.816, -4.564, 1.686], [1.930, -5.379, 1.766], [3.124, -4.952, 1.211], [3.210, -3.708, 0.614], [1.495, 2.418, 0.488], [2.796, 2.594, 0.952], [3.963, 1.945, 0.290], [3.032, 3.431, 2.039], [2.006, 4.112, 2.669], [2.259, 4.931, 3.902], [0.731, 4.005, 2.136], [0.462, 3.170, 1.059], [-0.948, 3.179, 0.535], [3.379, 0.982, -2.988], [3.453, -0.497, -2.820], [4.340, 1.635, -3.749], [5.044, 4.668, -5.079], [5.764, 3.112, -5.517], [6.243, 3.922, -4.025], [3.182, 4.785, -3.561], [0.917, 4.734, -2.833], [1.351, 4.330, -1.171], [0.216, 3.296, -2.078], [0.014, -2.711, 1.014], [-0.119, -4.886, 2.120], [1.866, -6.335, 2.272], [4.002, -5.582, 1.269], [4.151, -3.357, 0.211], [3.750, 0.897, 0.097], [4.851, 2.008, 0.916], [4.169, 2.438, -0.658], [4.046, 3.542, 2.404], [3.323, 5.129, 4.026], [1.911, 4.382, 4.778], [1.719, 5.878, 3.865], [-0.082, 4.565, 2.583], [-1.192, 4.181, 0.174], [-1.641, 2.928, 1.335], [-1.093, 2.457, -0.268], [2.470, -0.930, -2.994], [3.755, -0.727, -1.799], [4.176, -0.939, -3.503], [5.139, 1.055, -4.195], [-0.542, 0.146, -5.225], [-0.751, 0.166, -3.817], [0.368, -0.469, -3.180], [-0.860, 1.508, -3.376], [-1.914, -0.584, -3.502], [-0.197, 0.553, 1.177], [-0.928, -0.390, 1.512], [-1.417, -1.272, 0.773], [-1.241, -0.498, 2.983], [-0.202, -0.477, 3.902], [-0.507, -0.609, 5.269], [-1.828, -0.701, 5.691], [-2.854, -0.686, 4.756], [-2.561, -0.606, 3.383], [-4.191, -0.762, 5.191], [-4.419, -0.848, 6.408], [-5.093, -0.741, 4.340], [0.532, -0.650, 6.228], [1.704, -0.572, 5.840], [0.230, -0.768, 7.425], [0.824, -0.373, 3.584], [-2.054, -0.787, 6.744], [-3.357, -0.617, 2.657]]
}

---

(2)
{
  "formula": "CH9N5O2",
  "method": "wB97M-V/def2-TZVPD",
  "orbital_gap_ev": 10.24,
  "spin_multiplicity": 1,
  "charge": 0,
  "smiles": "NO[C@H](N)N(N)NO",
  "homo_ev": -9.34,
  "relative_energy_kj_mol": 188.6,
  "species": ["C", "N", "N", "N", "N", "N", "O", "O", "H", "H", "H", "H", "H", "H", "H", "H", "H"],
  "coordinates": [[0.743, -0.017, 0.126], [-0.714, 0.012, 0.176], [-1.090, -0.260, 1.539], [0.890, -0.792, -2.144], [-1.304, 1.205, -0.322], [1.265, -1.269, 0.536], [1.121, 0.301, -1.247], [-0.888, 0.839, 2.423], [-1.351, 1.616, 2.063], [-2.093, -0.450, 1.516], [1.196, 0.807, 0.702], [0.671, -0.354, -3.036], [1.783, -1.276, -2.241], [-0.641, 1.981, -0.324], [-1.595, 1.034, -1.278], [1.164, -1.375, 1.537], [0.843, -2.002, -0.027]]
}

---

(3)
{
  "formula": "C2H2N2O",
  "method": "wB97M-V/def2-TZVPD",
  "orbital_gap_ev": 11.52,
  "spin_multiplicity": 1,
  "charge": 0,
  "smiles": "N#CC(N)=O",
  "homo_ev": -11.30,
  "relative_energy_kj_mol": 25.6,
  "species": ["C", "C", "H", "H", "N", "N", "O"],
  "coordinates": [[-0.116, 0.442, -0.199], [0.600, -0.692, 0.401], [-1.972, -0.506, 0.350], [-2.022, 0.994, -0.657], [-1.482, 0.216, -0.281], [1.060, -1.650, 0.898], [0.505, 1.381, -0.652]]
}

---

(4)
{
  "formula": "CH3N3O3",
  "method": "wB97M-V/def2-TZVPD",
  "orbital_gap_ev": 11.45,
  "spin_multiplicity": 1,
  "charge": 0,
  "smiles": "[H]/N=[N+](\\[O-])O.N=C=O",
  "homo_ev": -10.90,
  "relative_energy_kj_mol": 166.7,
  "species": ["C", "N", "N", "N", "O", "O", "O", "H", "H", "H"],
  "coordinates": [[1.571, -0.231, -0.022], [1.300, 0.964, -0.116], [-0.487, -0.842, 0.145], [-1.542, -0.181, 0.072], [1.911, -1.319, 0.127], [-1.230, 1.167, 0.030], [-2.703, -0.424, 0.060], [-0.196, 1.089, -0.047], [1.980, 1.588, -0.321], [-0.605, -1.810, 0.071]]
}

---

(5)
{
  "formula": "C3H2N3O",
  "method": "wB97M-V/def2-TZVPD",
  "orbital_gap_ev": [7.72, 7.52],
  "spin_multiplicity": 1,
  "charge": 1,
  "homo_ev": [-14.86, -14.76],
  "relative_energy_kj_mol": 569.0,
  "species": ["C", "C", "C", "N", "N", "N", "O", "H", "H"],
  "coordinates": [[-1.198, 0.753, -0.042], [-1.123, -0.677, 0.027], [1.042, -0.416, -0.074], [3.297, 0.211, 0.051], [-0.115, 1.358, -0.009], [2.265, -0.156, -0.033], [0.043, -1.164, 0.069], [-2.125, 1.242, 0.092], [-2.086, -1.150, -0.081]]
}

---

(6)
{
  "formula": "C6H5ClO",
  "method": "wB97M-V/def2-TZVPD",
  "orbital_gap_ev": 9.26,
  "spin_multiplicity": 1,
  "charge": 0,
  "smiles": "Oc1ccc(Cl)cc1",
  "homo_ev": -8.62,
  "relative_energy_kj_mol": 35.1,
  "species": ["C", "C", "C", "C", "C", "C", "H", "H", "H", "H", "H", "O", "Cl"],
  "coordinates": [[0.979, 1.258, 0.766], [-0.227, 1.626, 0.314], [-0.974, 0.563, -0.270], [-0.521, -0.742, -0.345], [0.667, -1.112, 0.341], [1.456, -0.053, 0.787], [1.383, 3.120, 1.498], [-0.646, 2.549, 0.540], [-1.933, 0.957, -0.594], [0.949, -2.182, 0.353], [2.567, -0.239, 1.039], [1.850, 2.217, 1.202], [-1.494, -1.834, -1.295]]
}

---

(7)
{
  "formula": "C27H31AuF5N3O3S3Si2",
  "method": "wB97M-V/def2-TZVPD",
  "orbital_gap_ev": [8.58, 6.14],
  "spin_multiplicity": 3,
  "charge": 0,
  "s_squared": 2.0161,
  "homo_ev": [-8.26, -8.87],
  "relative_energy_kj_mol": 0.0,
  "species": ["Au", "F", "C", "C", "F", "C", "F", "C", "S", "C", "F", "C", "F", "O", "C", "N", "S", "O", "O", "C", "C", "C", "C", "C", "C", "H", "H", "H", "H", "C", "Si", "C", "C", "C", "Si", "C", "C", "C", "H", "H", "H", "H", "H", "H", "H", "H", "H", "H", "H", "H", "H", "H", "H", "H", "H", "H", "H", "N", "C", "S", "N", "C", "C", "C", "C", "C", "C", "H", "H", "H", "H", "H", "H", "H", "H"],
  "coordinates": [[0.275, 0.707, 0.042], [0.410, 5.750, 4.974], [0.017, 4.704, 4.255], [0.385, 3.424, 4.634], [1.131, 3.245, 5.724], [-0.025, 2.346, 3.877], [0.345, 1.130, 4.297], [-0.796, 2.491, 2.724], [-1.333, 1.112, 1.783], [-1.168, 3.792, 2.388], [-1.924, 4.019, 1.316], [-0.767, 4.888, 3.130], [-1.124, 6.119, 2.765], [-1.873, -1.932, 0.281], [-1.034, -2.231, -0.554], [0.047, -1.474, -0.877], [0.948, -2.113, -2.055], [2.275, -2.440, -1.566], [0.900, -1.318, -3.254], [-0.011, -3.590, -2.236], [0.169, -4.668, -3.078], [-0.766, -5.694, -3.001], [-1.836, -5.623, -2.111], [-1.999, -4.526, -1.274], [-1.067, -3.508, -1.351], [1.000, -4.711, -3.769], [-0.664, -6.558, -3.644], [-2.550, -6.436, -2.076], [-2.826, -4.451, -0.581], [1.159, 4.252, -0.270], [1.713, 3.125, -1.659], [3.443, 2.519, -1.262], [1.790, 4.087, -3.272], [0.519, 1.710, -1.936], [-1.215, 1.902, -2.654], [-2.354, 0.481, -2.224], [-2.012, 3.501, -2.104], [-0.974, 1.907, -4.516], [1.958, 4.958, -0.028], [0.950, 3.671, 0.627], [0.264, 4.825, -0.516], [4.152, 3.324, -1.475], [3.732, 1.649, -1.855], [3.554, 2.260, -0.209], [2.537, 4.881, -3.194], [0.831, 4.551, -3.514], [2.071, 3.438, -4.104], [0.994, 0.878, -2.469], [-2.531, 0.386, -1.150], [-1.952, -0.463, -2.594], [-3.319, 0.653, -2.709], [-2.090, 3.549, -1.016], [-3.024, 3.558, -2.514], [-1.467, 4.383, -2.445], [-0.460, 1.001, -4.844], [-0.400, 2.771, -4.856], [-1.952, 1.937, -5.004], [2.285, -2.400, 1.322], [1.688, -1.376, 1.908], [2.165, 0.254, 1.493], [0.778, -1.564, 2.854], [0.243, -2.836, 3.235], [1.068, -3.773, 3.845], [0.544, -5.006, 4.206], [-0.796, -5.283, 3.977], [-1.613, -4.332, 3.383], [-1.098, -3.102, 3.001], [2.720, -2.243, 0.417], [1.944, -3.333, 1.506], [0.301, -0.727, 3.166], [2.104, -3.528, 4.043], [1.180, -5.742, 4.679], [-1.205, -6.243, 4.264], [-2.657, -4.549, 3.201], [-1.711, -2.366, 2.500]]
}

---

(8)
{
  "formula": "C2H2Cl2S",
  "method": "wB97M-V/def2-TZVPD",
  "orbital_gap_ev": 7.45,
  "spin_multiplicity": 1,
  "charge": 0,
  "smiles": "S=CC(Cl)Cl",
  "homo_ev": -9.56,
  "relative_energy_kj_mol": 133.3,
  "species": ["C", "C", "S", "Cl", "Cl", "H", "H"],
  "coordinates": [[-0.732, 0.110, 0.444], [0.446, 0.230, -0.315], [-2.073, -0.735, -0.018], [1.601, 1.401, 0.128], [1.338, -1.690, -0.091], [-0.980, 0.721, 1.305], [0.401, -0.037, -1.453]]
}